# 1
Molecular formula: C7H12Cl16
Method: DFT, ωB97M-V with the def2-TZVPD basis set

Structure (XYZ):
```
35
Properties=species:S:1:pos:R:3
Cl -3.520 -1.899 4.383
C -3.742 -0.222 3.785
Cl -5.507 -0.026 3.528
Cl -2.766 -0.035 2.308
H -3.450 0.434 4.605
Cl 1.534 -2.736 -4.101
C -0.240 -2.367 -4.177
Cl -1.180 -3.425 -5.229
Cl -0.539 -0.753 -4.662
H -0.562 -2.487 -3.143
Cl 0.403 4.246 -3.452
C -1.318 3.810 -3.575
Cl -2.153 4.887 -4.741
H -1.365 2.782 -3.933
H -1.738 3.865 -2.571
Cl 2.977 1.620 1.545
C 2.209 3.096 0.951
Cl 3.339 4.440 0.793
H 1.884 2.851 -0.061
H 1.338 3.396 1.535
Cl 1.546 -5.127 -1.273
C 2.594 -4.198 -0.176
Cl 2.860 -4.965 1.391
H 3.525 -3.993 -0.706
H 1.960 -3.342 0.052
Cl 0.844 -1.297 2.771
C 0.814 -0.070 4.053
Cl 0.233 1.609 3.450
H 0.083 -0.362 4.806
H 1.749 -0.055 4.612
Cl -0.069 1.314 -1.675
C -0.456 0.092 -0.455
Cl 0.356 -1.416 -0.811
H -0.119 0.423 0.527
H -1.526 -0.093 -0.356
```

Properties
Frontier orbital gap, eV: 11.07
SMILES string: ClC(Cl)Cl.ClC(Cl)Cl.ClCCl.ClCCl.ClCCl.ClCCl.ClCCl
Energy, Ha: -7636.9449
LUMO level, eV: 0.1
Relative energy (zero: lowest compared OMol25 entry of this formula, charge and spin), eV: 0.518



# 2
Molecular formula: C5H10N
Method: DFT, ωB97M-V with the def2-TZVPD basis set

Structure (XYZ):
```
16
Properties=species:S:1:pos:R:3
C -2.014 -0.209 -0.069
C -1.144 -0.434 -1.040
C -1.100 0.165 0.966
C 1.003 1.019 -0.418
C 0.709 -1.333 0.020
N 0.049 -0.023 -0.201
H -3.023 -0.287 -0.162
H -0.895 -0.605 -2.057
H -1.311 2.127 1.329
H -0.878 0.063 2.062
H 1.846 0.903 0.253
H 1.297 1.217 -1.481
H 0.641 2.068 0.003
H 1.596 -1.181 0.663
H -0.079 -1.968 0.510
H 0.955 -1.688 -0.993
```

Properties
Frontier orbital gap (spin up / spin down), eV: 8.95 / 8.92
Energy, Ha: -250.7709
LUMO level (spin up / spin down), eV: -5.0 / -5.4
Total charge: +1
Relative energy (zero: lowest compared OMol25 entry of this formula, charge and spin), eV: 6.378